No. 1
The following is a quantum chemistry calculation of one molecule with the formula C6H15N at a distorted geometry, from the Open Molecules 2025 dataset.

XYZ file:
```
22
Properties=species:S:1:pos:R:3:forces:R:3
H 2.974 2.106 -0.726 -1.72 -0.42 -1.26
H -2.283 0.235 0.893 0.97 0.49 -0.58
H -1.848 0.572 -0.749 1.01 -1.22 0.59
C -1.723 -1.575 0.190 -1.43 1.44 -2.72
H 2.341 -0.091 -1.694 0.23 -0.55 0.06
H -2.469 -1.469 2.149 -0.54 0.25 0.00
C 1.981 1.968 -1.340 -0.70 -0.30 3.66
H 1.195 2.642 -0.699 1.77 -1.28 -2.17
C -0.179 0.423 0.754 1.90 -1.18 0.89
C 1.509 0.434 -1.242 1.13 2.23 -0.68
C 1.233 -0.017 0.160 -0.83 -0.02 1.19
N -1.761 -1.891 1.596 1.13 -0.50 -0.66
H 1.286 -1.127 0.180 -0.07 0.56 0.22
H -0.239 1.470 0.934 0.29 1.06 -0.04
H 2.009 0.377 0.897 -0.79 -0.53 -1.01
H -2.767 -1.694 -0.288 1.28 0.04 0.62
H -1.391 -2.713 1.991 0.29 -0.91 -0.01
H 2.171 2.217 -2.373 -0.30 0.60 -0.10
C -1.459 -0.017 0.152 -3.05 -0.18 -0.19
H -1.074 -2.069 -0.629 -0.36 -0.02 2.34
H 0.669 0.255 -1.915 -0.23 0.14 0.13
H -0.174 -0.036 1.760 0.03 0.30 -0.29
```
Forces are in eV/Å.

Computed properties:
- calculated total energy (Ha) = -292.29637
- HOMO-LUMO gap (Eh) = 0.363
- charge = 0
- largest force on an atom (Eh/bohr) = 0.07277
- energy above the lowest of the compared OMol25 structures with the same formula, charge and spin (kcal/mol) = 45.60
- SMILES = CCCCCCN

***

No. 2
The following is a quantum chemistry calculation of a 8-piece molecular cluster, C2H17NO9 overall at a distorted geometry, from the Open Molecules 2025 dataset.

XYZ file:
```
29
Properties=species:S:1:pos:R:3:forces:R:3
H 0.668 -1.828 1.975 -0.04 0.44 0.83
H 2.107 0.205 3.069 0.69 0.07 -0.62
H 1.160 -3.558 0.562 -0.18 -0.15 0.25
H 0.945 0.121 3.972 -0.26 -0.29 0.19
H -0.223 -0.393 -2.456 0.66 0.30 -0.35
H 4.254 0.868 1.559 1.06 -0.60 0.23
H -1.253 -0.266 1.801 -0.15 -0.58 -0.87
O 3.477 1.288 1.896 -0.84 0.31 -0.79
O -3.373 0.675 0.964 -0.35 0.09 1.91
O -1.348 -0.944 -0.204 -1.13 1.54 1.41
H 2.113 3.364 -0.301 -0.03 1.18 0.11
H -0.774 1.505 -1.674 0.78 -0.08 0.15
H 3.084 1.546 1.029 -0.52 0.31 0.59
O 0.160 0.307 -3.018 -0.19 -0.49 0.41
H -2.208 -2.281 -2.722 0.05 -0.10 0.10
H -4.221 1.117 0.865 0.36 -0.11 -0.68
H -0.164 0.001 -3.869 -0.04 0.12 -0.27
O 1.470 -0.440 3.393 -0.32 0.22 0.22
O -0.470 -3.266 -0.615 0.43 -0.64 0.57
H -1.655 -1.103 -1.933 -0.60 -0.48 0.16
H -2.887 0.497 0.174 -0.09 0.01 -1.21
H -0.953 2.952 -1.726 0.67 0.12 0.55
C 0.211 -3.044 0.350 -0.34 1.91 0.06
H 1.244 2.230 -0.890 0.84 0.41 0.59
N -0.038 -1.959 1.277 -0.78 -1.16 -1.40
O -1.999 -1.347 -2.804 -0.07 0.11 -0.30
O 2.092 2.430 -0.402 -0.28 -1.58 -0.45
O -0.409 2.300 -1.241 -1.76 0.16 -0.75
C -1.010 -0.977 0.966 2.44 -1.02 -0.63
```
Forces are in eV/Å.

Computed properties:
- calculated total energy (Ha) = -818.32138
- HOMO-LUMO gap (Eh) = 0.390
- charge = 0
- largest force on an atom (Eh/bohr) = 0.05281
- SMILES = O=CNC=O.O.O.O.O.O.O.O

***

No. 3
The following is a quantum chemistry calculation of C27H32ClF6GaN7O2S as an isolated structure, from the Open Molecules 2025 dataset.

XYZ file:
```
77
Properties=species:S:1:pos:R:3:forces:R:3
C 0.017 -1.901 -1.953 0.03 0.02 0.00
C -2.198 -3.868 2.645 0.02 0.00 -0.01
F -2.932 -3.009 3.362 -0.06 0.06 -0.04
F -0.949 -3.804 3.149 0.01 -0.01 0.03
H -1.915 1.402 -3.499 0.01 0.00 0.00
H 5.295 2.464 -0.150 0.00 0.00 0.00
H 2.754 4.165 0.552 0.00 0.00 0.00
F -4.580 -3.772 1.245 -0.04 0.03 0.07
C 1.091 -1.708 -1.096 0.00 0.01 0.01
H 2.160 1.386 -2.672 0.00 -0.03 -0.01
H 1.093 1.111 -1.319 0.04 0.03 -0.03
O 4.620 2.367 0.530 -0.03 0.03 -0.01
C -1.042 -4.337 0.492 -0.01 0.01 -0.03
H -2.156 4.156 -0.200 0.00 0.00 0.00
C 1.681 1.876 -1.827 -0.03 0.00 -0.01
N 1.599 0.536 1.452 0.02 0.00 0.01
H 1.198 3.334 0.473 0.02 0.02 0.02
H 1.657 4.456 -0.796 0.00 0.00 -0.01
C 1.421 -1.332 -3.826 0.00 0.01 -0.02
N -2.971 1.165 2.293 -0.22 0.36 -0.09
H 3.195 -1.282 0.383 -0.02 0.02 -0.05
H 0.995 2.624 -2.235 0.02 -0.03 0.01
C -1.979 2.922 -1.965 -0.02 0.01 0.08
C -2.169 -3.532 1.138 -0.10 0.06 -0.24
H 3.565 0.708 1.922 0.00 -0.02 -0.01
Ga -2.611 -0.529 1.237 -0.06 -0.26 0.28
H -2.351 -0.429 -1.901 -0.01 -0.06 0.02
H -5.897 -0.919 4.473 -0.01 0.00 -0.02
H -5.087 0.358 5.333 0.00 0.00 0.00
H -1.117 -5.397 0.721 -0.01 0.00 0.01
H 3.454 -0.898 -3.362 0.00 0.00 0.00
C 2.852 1.292 1.347 0.01 -0.02 0.04
H 5.091 0.241 -0.197 0.02 0.02 -0.03
C 0.309 -0.833 2.378 0.08 -0.02 0.05
F -2.662 -5.099 2.861 0.01 0.00 -0.01
N -2.466 0.815 -0.258 -0.01 0.22 -0.04
Cl -1.199 -1.810 -4.359 0.03 0.00 0.01
C 2.043 3.688 -0.123 0.00 0.00 0.02
H -0.933 -2.241 -1.568 -0.06 0.05 0.03
H 4.358 0.609 -1.738 -0.03 0.00 0.01
C 4.127 0.363 -0.697 0.08 0.01 -0.01
C -2.046 1.629 -2.450 0.00 -0.04 -0.03
C -2.793 2.247 1.649 0.07 -0.05 -0.03
C 0.182 -1.671 -3.307 -0.11 -0.01 0.03
C 3.518 1.612 -0.008 -0.03 0.04 -0.01
O -1.906 -2.182 0.944 0.26 0.01 -0.02
C -2.292 0.595 -1.561 0.10 0.01 0.00
H 3.117 3.862 -2.634 0.00 -0.01 0.00
H -0.054 -1.655 2.972 0.00 0.01 -0.04
C 2.329 -1.298 -1.577 -0.01 -0.02 0.01
H 2.710 2.232 1.875 0.03 0.02 0.01
H 4.309 2.588 -2.466 0.00 0.01 0.02
H -1.787 3.751 -2.633 0.00 0.00 -0.01
H -0.092 -3.956 0.859 0.00 0.00 -0.01
N 1.576 -0.525 2.295 -0.08 -0.03 0.00
C -3.514 -3.936 0.461 0.08 -0.01 -0.04
H 4.283 -1.729 -0.897 -0.01 -0.02 0.01
C -2.423 2.083 0.228 -0.14 -0.07 0.01
C -4.488 0.102 3.412 -0.05 -0.06 -0.01
C 0.358 0.826 1.077 -0.01 0.19 0.06
H -1.082 -4.208 -0.588 -0.01 -0.04 0.01
C -2.178 3.154 -0.607 0.04 0.03 -0.06
C 3.480 -1.033 -0.642 -0.02 -0.01 0.08
C 3.692 3.291 -1.903 -0.01 -0.02 -0.02
C 2.485 -1.164 -2.955 0.04 0.05 0.00
N -3.607 1.080 3.487 0.08 0.06 -0.16
N -5.233 -0.166 4.487 0.03 0.02 0.02
H 0.955 -1.896 -0.038 0.01 0.04 0.02
H 0.110 1.644 0.425 -0.01 -0.05 0.00
F -3.506 -5.209 0.058 -0.02 0.02 0.02
N -0.496 -0.013 1.643 -0.06 -0.46 -0.07
H 1.546 -1.202 -4.892 0.00 0.00 0.01
H -3.051 3.220 2.054 0.02 0.01 0.01
H 4.339 3.995 -1.382 0.00 0.00 0.01
C 2.718 2.583 -0.946 0.00 -0.02 -0.01
F -3.699 -3.167 -0.632 0.00 -0.06 0.00
S -4.822 -0.821 1.948 0.12 -0.07 0.18
```
Forces are in eV/Å.

Computed properties:
- calculated total energy (Ha) = -4964.12013
- HOMO-LUMO gap (Eh) = 0.272
- charge = +1
- largest force on an atom (Eh/bohr) = 0.00907
- energy above the lowest of the compared OMol25 structures with the same formula, charge and spin (kcal/mol) = 23.38

***

No. 4
The following is a quantum chemistry calculation of one molecule with the formula C11H13N3O3S at a distorted geometry, from the Open Molecules 2025 dataset.

XYZ file:
```
31
Properties=species:S:1:pos:R:3:forces:R:3
H -1.094 -0.395 -2.703 0.20 0.80 0.15
H 0.080 -1.228 0.619 -0.27 0.12 -0.03
H -1.759 1.928 -3.276 -0.27 0.21 -0.47
C 0.435 -2.227 -1.103 0.66 1.36 -0.55
H 0.591 -3.315 2.737 -0.24 0.33 -0.11
H 0.597 4.667 3.622 0.00 -0.46 -0.37
C 0.299 4.862 2.588 -0.69 1.23 -0.20
O 0.072 3.627 1.887 0.05 0.46 -0.40
H -0.649 5.466 2.623 0.86 -0.56 -0.16
N 0.345 -3.450 -0.484 -0.53 1.08 1.02
H 0.335 -4.554 -2.307 0.11 0.32 0.89
O 0.891 -2.119 -2.228 -0.50 -0.57 -0.27
O -0.222 -3.479 0.833 0.51 -0.05 -1.20
C -0.114 1.252 0.069 0.41 -1.08 0.27
N -0.815 4.880 0.070 0.37 -1.95 0.18
H 1.759 -3.577 1.435 0.23 -0.10 -0.03
H -0.102 -5.459 -0.834 0.40 0.55 -0.07
C -0.263 0.168 -0.825 0.12 2.22 0.94
C -0.497 2.554 -0.245 0.78 -0.50 2.54
S -1.389 4.564 -1.540 0.43 -0.33 1.16
C -0.405 3.748 0.629 -0.62 1.07 -1.56
H 1.592 -4.995 -1.148 0.39 -0.17 0.08
H 0.684 -4.895 2.042 0.24 -0.34 -0.20
H 0.311 1.022 1.048 -0.03 0.30 -0.16
C -1.066 2.832 -1.440 -0.63 0.34 -1.63
H 1.083 5.482 2.094 -0.56 -0.57 0.18
C -0.871 0.453 -2.032 -0.88 0.54 -1.02
C 0.568 -4.663 -1.223 -0.91 -1.05 -0.39
C -1.284 1.775 -2.333 0.57 -1.11 0.23
C 0.776 -3.842 1.803 -0.23 0.00 0.01
N 0.113 -1.080 -0.378 0.01 -2.10 1.18
```
Forces are in eV/Å.

Computed properties:
- calculated total energy (Ha) = -1215.07749
- HOMO-LUMO gap (Eh) = 0.310
- charge = 0
- largest force on an atom (Eh/bohr) = 0.05252
- energy above the lowest of the compared OMol25 structures with the same formula, charge and spin (kcal/mol) = 22.97
- SMILES = COc1nsc2ccc(NC(=O)N(C)OC)cc12